# 1
The following is a DFT calculation (ωB97M-V/def2-TZVPD) of a cluster of 2 separate species, CH6N3 in total.

Results
charge = +1
lowest unoccupied orbital energy = -0.1382 Ha
molar mass = 60.08 g/mol
ΔE to the lowest compared entry with this formula, charge and spin = 74.1 kcal per mole
HOMO energy = -14.7 eV
E = -205.63930 Ha
orbital gap = 10.96 eV
spin multiplicity = 1

Last column: natural (NBO) charge in e.
Cartesian coordinates (Å):
C1 1.0737 0.1259 0.2012  0.5978
N1 -0.0800 0.0042 0.0654  -0.5365
N2 2.3483 0.1349 0.1322  -0.8109
N3 -2.6484 0.1330 -0.1727  -0.9942
H1 -3.1185 0.3253 -1.2916  0.4747
H2 -3.5305 -0.1685 0.3856  0.4702
H3 2.8842 -0.2510 0.8751  0.4492
H4 2.5977 0.1921 -0.8409  0.4446
H5 -2.6447 -0.9350 -0.0814  0.4283
H6 -1.5820 0.1980 -0.0014  0.4768

Atomic forces in eV per Å
-4.1 -1.0 -0.2
1.5 0.6 0.6
0.6 0.7 -0.6
-5.6 -3.8 -3.5
2.3 -0.6 4.3
1.2 3.1 0.4
0.8 -0.2 0.2
1.3 -0.1 0.1
1.3 0.3 -1.8
0.7 1.0 0.6



# 2
The following is a DFT calculation (ωB97M-V/def2-TZVPD) of a structure of composition H14O7.

Results
lowest unoccupied orbital energy = -0.0243 Ha
molar mass = 126.10 g/mol
ΔE to the lowest compared entry with this formula, charge and spin = 159.4 kcal per mole
HOMO energy = -8.9 eV
E = -534.86984 Ha
orbital gap = 8.22 eV
spin multiplicity = 1

Last column: natural (NBO) charge in e.
Cartesian coordinates (Å):
O1 -0.7078 1.2131 1.8762  -1.0078
H1 -0.3413 0.8693 1.0616  0.4419
H2 -0.1064 0.9103 2.5565  0.4312
O2 1.4151 -2.5089 1.1621  -0.9267
H3 1.7594 -1.9448 1.8546  0.4823
H4 1.4771 -1.9787 0.3676  0.4415
O3 0.0812 1.4775 -1.3167  -0.8639
H5 -0.6390 1.7495 -1.8855  0.5273
H6 0.7048 1.0525 -1.9056  0.4820
O4 1.1944 3.1270 -0.2450  -0.9806
H7 0.9593 2.3927 -0.8122  0.4420
H8 1.1855 2.7599 0.6389  0.4682
O5 -2.5223 -0.7139 -0.0581  -0.9361
H9 -3.3114 -1.2557 -0.0517  0.4643
H10 -1.8749 -1.2271 0.4255  0.4728
O6 0.0022 0.0365 0.3137  -0.9564
H11 -0.1088 -0.8555 -0.0155  0.4628
H12 0.3351 0.5294 -0.4362  0.4469
O7 -0.0173 -1.8289 -0.8353  -0.8752
H13 -0.2890 -1.5119 -1.6967  0.4966
H14 0.8042 -2.2923 -0.9983  0.4869

Atomic forces in eV per Å
-2.0 3.6 4.9
-0.5 0.2 0.5
0.0 0.1 0.2
0.2 -0.6 0.0
0.1 0.2 0.2
0.4 0.4 0.8
-1.1 0.2 -5.0
-0.7 0.3 0.0
0.3 0.0 -0.9
1.6 1.8 0.9
0.3 1.2 0.6
-0.2 0.1 0.4
-0.3 0.0 -0.5
-0.3 -0.1 0.0
0.0 0.1 0.4
3.2 -2.5 -0.9
-0.1 0.2 0.9
-0.4 -1.0 1.2
-0.1 -3.5 -3.1
-0.5 0.1 -0.4
0.0 -0.7 -0.3



# 3
The following is a DFT calculation (ωB97M-V/def2-TZVPD) of a structure of composition C28H25N4NiO2S3SbSe4.

Results
charge = -2
lowest unoccupied orbital energy = 0.1208 Ha
molar mass = 1042.03 g/mol
HOMO energy = -0.9 eV
E = -14000.51020 Ha
orbital gap = 4.16 eV
spin multiplicity = 1

Last column: natural (NBO) charge in e.
Cartesian coordinates (Å):
Ni1 0.6030 -0.4020 1.2440  0.6887
C1 0.9094 -1.5119 -2.7345  -0.7437
C2 0.3276 -0.2032 -2.2868  0.6318
O1 -0.6759 -0.2398 -1.5836  -0.6329
C3 1.0230 1.0773 -2.6381  -0.2636
C4 1.9918 1.0896 -3.6480  -0.1039
C5 2.7602 2.2041 -3.9218  -0.2555
C6 2.5990 3.3443 -3.1464  -0.1674
C7 1.6442 3.3692 -2.1498  -0.2995
C8 0.8365 2.2598 -1.9054  0.4526
O2 -0.1235 2.3437 -0.9556  -0.7512
H1 1.3276 -1.9724 -1.8278  0.3066
H2 1.7135 -1.4728 -3.4577  0.2288
H3 0.0986 -2.1594 -3.0736  0.2092
H4 2.1709 0.1898 -4.2146  0.2170
H5 3.5134 2.1642 -4.6970  0.2078
H6 3.2280 4.2112 -3.3097  0.1986
H7 1.5057 4.2457 -1.5284  0.2050
C9 -1.5363 4.6716 2.3090  -0.6478
C10 -0.8351 3.4041 2.7027  0.2863
C11 -1.1088 2.7515 3.8942  -0.3762
C12 -0.4529 1.5464 4.1091  0.2805
N1 0.4748 1.0924 3.2799  -0.5276
C13 0.7612 1.8179 2.1691  0.2028
S1 2.0153 1.2776 1.1045  -0.1230
N2 0.0527 2.9282 1.8385  -0.5642
C14 -0.7302 0.7114 5.3253  -0.6457
H8 -2.3274 4.9250 3.0150  0.2014
H9 -1.9671 4.5609 1.3142  0.2348
H10 -0.8171 5.4915 2.2676  0.2246
H11 -1.8471 3.1268 4.5907  0.2086
H12 0.2404 2.6954 -0.1159  0.5224
H13 -1.7264 0.9063 5.7235  0.2044
H14 0.0030 0.9404 6.1018  0.2278
H15 -0.6303 -0.3448 5.0804  0.2286
S2 -3.9304 2.1740 0.4624  0.3633
C15 -2.6393 1.0375 0.7702  -0.0759
N3 -2.6585 0.4660 1.9204  -0.4664
C16 -3.7470 0.8865 2.6626  0.1817
C17 -4.0631 0.4286 3.9419  -0.2143
C18 -5.1741 0.9424 4.5780  -0.2319
C19 -5.9785 1.9051 3.9535  -0.2306
C20 -5.6864 2.3567 2.6810  -0.2069
C21 -4.5659 1.8364 2.0363  -0.2610
H16 -1.8881 0.8697 0.0037  0.2916
H17 -3.4313 -0.3200 4.4030  0.2273
H18 -5.4316 0.5976 5.5718  0.2065
H19 -6.8443 2.2970 4.4726  0.2039
H20 -6.3130 3.0959 2.1985  0.2105
S3 -1.4851 -3.2757 3.7653  0.3725
C22 -0.2899 -2.3137 2.9682  -0.0596
N4 -0.5929 -1.9210 1.7726  -0.4784
C23 -1.8178 -2.4394 1.3701  0.1029
C24 -2.3556 -2.3229 0.0877  -0.1412
C25 -3.5830 -2.8970 -0.1595  -0.2363
C26 -4.2712 -3.5990 0.8417  -0.2167
C27 -3.7215 -3.7651 2.0955  -0.2278
C28 -2.4765 -3.1891 2.3455  -0.2205
H21 0.6500 -2.0582 3.4403  0.2749
H22 -1.7908 -1.7937 -0.6692  0.2720
H23 -4.0229 -2.8107 -1.1451  0.2099
H24 -5.2363 -4.0378 0.6211  0.2029
H25 -4.2339 -4.3371 2.8582  0.2095
Se1 5.9275 -0.4484 1.8899  -0.8431
Sb1 4.7536 -1.4854 0.0525  1.1133
Se2 2.2277 -2.0048 0.7744  -0.6587
Se3 5.0874 -3.8763 -0.2640  -0.8551
Se4 4.5804 -0.1407 -1.9594  -0.8846

Atomic forces in eV per Å
1.0 -0.9 -0.1
0.0 -0.2 0.1
0.1 0.2 0.1
-0.1 0.2 -0.2
-0.1 -0.1 0.0
0.0 0.0 0.0
-0.1 0.1 -0.1
0.0 -0.1 0.0
0.0 0.0 0.0
0.1 0.0 0.0
-0.3 0.0 0.1
0.0 0.1 0.0
0.0 0.0 0.0
0.0 0.0 0.0
0.0 0.0 0.0
0.0 0.0 0.0
0.0 0.0 0.0
0.0 0.0 0.0
0.0 0.0 0.0
0.0 0.0 -0.1
-0.1 0.0 0.0
0.0 0.0 0.1
0.1 -0.2 -0.2
-0.3 0.5 0.2
-0.3 -0.3 0.1
0.3 0.1 -0.1
0.0 0.0 0.0
0.0 0.0 0.0
0.0 0.0 0.0
0.0 0.0 0.0
0.0 0.0 0.0
-0.1 0.1 -0.1
0.0 0.0 0.0
0.0 0.0 0.0
0.0 0.0 0.0
0.0 0.0 0.0
0.0 0.1 0.0
0.0 -0.1 0.0
0.0 0.0 0.0
0.0 0.0 0.0
0.0 0.0 0.0
0.0 0.0 0.0
0.0 0.0 0.0
0.0 0.0 0.0
0.1 0.0 -0.1
0.0 0.0 0.0
0.0 0.0 0.0
0.0 0.0 0.0
0.0 0.0 0.0
0.0 0.0 0.0
-0.1 0.1 -0.1
0.0 0.3 0.4
0.1 -0.1 -0.2
0.0 0.1 0.1
0.0 0.0 0.1
0.0 0.0 -0.1
0.0 0.0 0.0
0.0 0.0 0.0
0.0 0.0 0.0
0.0 0.1 -0.1
0.0 0.0 0.0
0.0 0.0 0.0
0.0 0.0 0.0
0.1 0.1 0.1
-0.3 -0.1 0.1
-0.1 0.2 0.0
0.1 -0.1 0.0
0.0 0.1 -0.1



# 4
The following is a DFT calculation (ωB97M-V/def2-TZVPD) of a structure of composition C29H29N3O6OsS2.

Results
charge = -1
lowest unoccupied orbital energy (spin up / spin down) = 0.0659 / 0.0659 Ha
molar mass = 769.93 g/mol
ΔE to the lowest compared entry with this formula, charge and spin = 0.0 kcal per mole
HOMO energy (spin up / spin down) = -5.0 / -4.7 eV
E = -2625.38284 Ha
orbital gap (spin up / spin down) = 6.76 / 6.54 eV
spin multiplicity = 2
⟨S²⟩ = 0.754

Last column: Mulliken spin population.
Cartesian coordinates (Å):
Os1 0.4190 0.2489 0.1422  0.8621
O1 2.2503 -0.3952 0.6868  0.0345
N1 3.0300 -1.0271 -0.2215  -0.0088
C1 4.1689 -1.5712 0.2532  0.0054
C2 5.0344 -2.2008 -0.5903  -0.0046
C3 4.6992 -2.2767 -1.9538  0.0015
C4 3.5405 -1.7164 -2.4085  -0.0021
C5 2.6646 -1.0345 -1.5318  0.0008
S1 1.1989 -0.3230 -2.0135  0.0145
H1 4.3000 -1.4539 1.3183  -0.0003
H2 5.9491 -2.6189 -0.1988  -0.0002
H3 5.3584 -2.7845 -2.6454  0.0003
H4 3.2444 -1.7770 -3.4459  0.0000
O2 3.9527 6.3546 0.6656  -0.0002
C6 2.7146 6.2332 0.6849  -0.0002
O3 1.8175 7.0755 0.8599  -0.0001
C7 2.2065 4.7853 0.4715  -0.0025
C8 3.0878 3.7174 0.4101  0.0009
C9 2.6219 2.4270 0.2591  -0.0204
N2 1.3186 2.1369 0.1651  0.0092
C10 0.4512 3.1799 0.1838  0.0058
C11 0.8570 4.4887 0.3388  0.0018
C12 -1.0044 2.8073 0.0594  -0.0266
O4 -1.9066 3.6282 0.0389  -0.0014
O5 -1.2008 1.5265 0.0351  0.0665
H5 4.1465 3.9242 0.4964  0.0016
H6 3.2969 1.5832 0.2380  0.0070
H7 0.1240 5.2835 0.3629  0.0001
C13 -3.6443 -0.0862 -1.2718  0.0018
C14 -2.7765 -0.5792 -2.4311  -0.0048
C15 -1.8829 0.5242 -2.9964  -0.0014
C16 -2.0296 -1.8666 -2.1203  -0.0053
C17 -2.1512 -2.8816 -3.0680  0.0037
C18 -1.6259 -4.1451 -2.8753  -0.0023
C19 -1.0202 -4.4211 -1.6608  0.0037
C20 -0.8501 -3.4459 -0.6841  0.0003
C21 -0.3004 -3.9171 0.6502  -0.0065
C22 -1.3040 -3.6761 1.7810  0.0011
C23 1.0683 -3.3733 1.0318  0.0336
C24 -1.2780 -2.1239 -0.9504  -0.0105
O6 -1.0541 -1.1658 -0.0331  0.0636
H8 -4.3127 0.7056 -1.6201  -0.0009
H9 -3.0319 0.3196 -0.4738  -0.0063
H10 -4.2542 -0.9034 -0.8770  -0.0006
H11 -3.4724 -0.8587 -3.2293  0.0003
H12 -1.1215 0.8238 -2.2814  0.0047
H13 -2.4747 1.4115 -3.2341  0.0004
H14 -1.3812 0.1881 -3.9065  -0.0003
H15 -2.7030 -2.6647 -3.9772  0.0002
H16 -1.7276 -4.9113 -3.6335  -0.0004
H17 -0.6680 -5.4264 -1.4533  0.0000
H18 -0.1791 -4.9993 0.5338  -0.0003
H19 -1.4641 -2.6051 1.9115  -0.0012
H20 -0.9305 -4.0857 2.7229  0.0002
H21 -2.2635 -4.1464 1.5565  0.0000
H22 1.0445 -2.2944 1.1586  -0.0147
H23 1.8155 -3.6246 0.2745  0.0004
H24 1.3886 -3.8087 1.9825  -0.0001
S2 0.0990 0.1307 2.5627  -0.0088
C25 -1.0425 1.3626 2.9229  0.0053
N3 -2.2933 1.2412 2.4118  0.0005
C26 -3.2570 2.1713 2.5176  0.0003
C27 -3.0298 3.3068 3.2421  0.0000
C28 -1.7597 3.4869 3.7998  0.0000
C29 -0.7819 2.5320 3.6490  -0.0002
H25 -2.4073 0.4755 1.7497  0.0007
H26 -4.1760 1.9640 1.9912  -0.0004
H27 -3.7986 4.0592 3.3188  0.0000
H28 -1.5262 4.4087 4.3167  0.0000
H29 0.2170 2.6782 4.0313  -0.0001

Atomic forces in eV per Å
-0.2 -0.1 -0.1
-0.1 -0.8 0.1
-0.1 0.4 -0.5
0.0 0.0 -0.1
0.0 0.0 0.0
0.0 0.0 0.0
-0.1 0.1 0.0
0.1 -0.3 0.3
0.1 0.3 -0.2
0.0 0.0 0.0
0.0 0.0 0.0
0.0 0.0 0.0
0.0 0.0 0.0
0.1 -0.1 0.0
0.0 0.1 0.1
-0.1 0.0 0.0
0.0 -0.1 0.0
0.1 0.1 0.0
0.0 -0.2 0.0
-0.2 0.6 0.2
0.0 0.0 -0.1
-0.1 0.0 0.0
0.0 -0.1 0.1
0.2 0.1 0.1
0.0 -0.1 -0.6
0.0 0.0 0.0
0.0 0.0 0.0
0.0 0.0 0.0
-0.1 0.0 0.0
0.0 0.0 0.1
0.0 0.0 0.0
0.1 -0.2 -0.1
0.0 0.0 0.0
0.0 0.0 0.0
0.1 0.0 -0.1
0.0 -0.1 -0.2
-0.1 0.0 0.1
0.0 0.1 0.0
0.1 0.1 0.0
0.0 0.2 0.1
0.2 -0.2 0.4
0.0 0.0 0.0
0.1 0.0 0.0
0.0 0.0 0.0
0.0 0.0 0.0
-0.1 0.1 0.0
0.0 0.0 0.0
0.0 0.0 0.0
0.0 0.0 0.0
0.0 0.0 0.0
0.0 0.0 0.0
-0.1 0.0 0.1
0.0 0.0 0.0
0.0 0.0 0.0
0.0 0.0 0.0
0.0 0.0 0.0
0.0 0.0 0.0
0.0 0.0 0.0
0.0 0.3 0.3
-0.1 -0.1 -0.1
0.1 0.1 -0.1
0.0 0.0 0.0
0.0 0.0 0.0
0.0 0.0 0.0
0.0 0.0 0.0
0.0 0.0 0.1
0.0 0.0 0.0
0.0 0.0 0.0
0.0 0.0 0.0
0.0 0.0 0.0



# 5
The following is a DFT calculation (ωB97M-V/def2-TZVPD) of an isolated molecule of C14H28O2.

Results
lowest unoccupied orbital energy = 0.0278 Ha
molar mass = 228.38 g/mol
ΔE to the lowest compared entry with this formula, charge and spin = 3.3 kcal per mole
HOMO energy = -10.3 eV
E = -700.74944 Ha
SMILES = CCCCCCCCCCCCCC(=O)O
orbital gap = 11.05 eV
spin multiplicity = 1

Last column: natural (NBO) charge in e.
Cartesian coordinates (Å):
C1 -6.3503 0.1601 0.5789  -0.6067
C2 -5.4733 1.4018 0.6936  -0.3881
C3 -4.3520 1.4438 -0.3452  -0.3870
C4 -3.2745 0.3867 -0.1148  -0.3973
C5 -2.1529 0.4942 -1.1462  -0.3850
C6 -1.0581 -0.5586 -0.9634  -0.3933
C7 -0.1576 -0.2718 0.2363  -0.3910
C8 0.8899 -1.3585 0.4842  -0.3957
C9 1.8779 -1.5175 -0.6718  -0.4049
C10 3.1159 -2.3352 -0.2994  -0.3851
C11 4.0835 -1.6585 0.6756  -0.3998
C12 4.6611 -0.3361 0.1539  -0.4004
C13 3.9368 0.8851 0.7246  -0.5109
C14 4.3369 2.1829 0.0729  0.7965
O1 3.6139 3.1358 -0.0591  -0.5967
O2 5.6088 2.1925 -0.3463  -0.6906
H1 5.8210 3.0504 -0.7471  0.4991
H2 2.8553 0.7917 0.6307  0.2317
H3 4.1649 0.9810 1.7900  0.2343
H4 4.6003 -0.3188 -0.9359  0.2028
H5 5.7167 -0.2618 0.4170  0.2183
H6 3.5912 -1.4890 1.6349  0.1947
H7 4.9022 -2.3577 0.8581  0.2104
H8 3.6640 -2.5675 -1.2155  0.1987
H9 2.7919 -3.2844 0.1364  0.2008
H10 2.1826 -0.5341 -1.0329  0.1911
H11 1.3762 -2.0232 -1.4988  0.2072
H12 1.4335 -1.1025 1.3965  0.1953
H13 0.3882 -2.3126 0.6625  0.1981
H14 -0.7718 -0.1779 1.1341  0.1992
H15 0.3443 0.6863 0.0800  0.1951
H16 -1.5187 -1.5429 -0.8463  0.1916
H17 -0.4471 -0.5826 -1.8677  0.2005
H18 -1.7050 1.4893 -1.0939  0.1953
H19 -2.5875 0.3822 -2.1424  0.1981
H20 -2.8691 0.5106 0.8906  0.1928
H21 -3.7148 -0.6109 -0.1777  0.1927
H22 -4.7804 1.3139 -1.3418  0.1911
H23 -3.8830 2.4304 -0.3150  0.1990
H24 -5.0390 1.4482 1.6947  0.1924
H25 -6.1012 2.2865 0.5646  0.1982
H26 -7.1740 0.2118 1.2870  0.2084
H27 -6.7651 0.0798 -0.4245  0.1994
H28 -5.7814 -0.7425 0.7886  0.1999

Atomic forces in eV per Å
0.1 0.2 0.1
0.0 0.0 -0.3
0.0 -0.1 0.4
0.0 0.3 -0.3
0.0 -0.3 0.2
0.1 0.4 0.0
-0.1 -0.4 0.0
0.1 0.3 -0.2
0.0 -0.3 0.2
-0.1 0.1 0.1
0.0 0.0 -0.2
-0.1 -0.1 0.2
0.2 -0.1 -0.2
-0.5 0.3 0.1
-0.1 0.0 0.0
0.7 -0.2 -0.1
-0.3 0.0 0.1
0.0 0.1 0.0
0.0 0.0 0.0
0.1 0.0 -0.1
0.0 0.0 -0.1
0.0 0.0 0.1
0.0 0.0 0.1
0.0 -0.1 0.0
0.0 -0.1 -0.1
0.0 0.1 -0.1
0.0 0.1 -0.1
0.0 -0.1 0.1
0.0 -0.1 0.1
0.0 0.1 0.0
0.0 0.1 0.0
0.0 -0.1 -0.1
0.0 -0.1 0.0
0.0 0.1 -0.1
0.0 0.1 -0.1
0.0 -0.1 0.1
0.0 -0.1 0.1
0.0 0.1 -0.1
0.0 0.0 -0.1
0.0 0.1 0.1
0.0 0.0 0.1
-0.1 -0.1 0.0
-0.1 -0.1 -0.1
0.0 -0.1 0.0



# 6
The following is a DFT calculation (ωB97M-V/def2-TZVPD) of a cluster of 2 separate species, CH6NO in total.

Results
charge = -1
lowest unoccupied orbital energy = 0.1613 Ha
molar mass = 48.07 g/mol
ΔE to the lowest compared entry with this formula, charge and spin = 8.4 kcal per mole
HOMO energy = -2.5 eV
E = -171.65615 Ha
orbital gap = 6.93 eV
spin multiplicity = 1

Last column: natural (NBO) charge in e.
Cartesian coordinates (Å):
O1 -0.6862 1.9980 0.6542  -1.3155
H1 0.0110 2.0737 -0.0075  0.3883
C1 0.7838 -1.5556 -0.1362  -0.3854
N1 -0.0979 -0.5038 -0.5182  -0.9321
H2 0.7189 -1.7734 0.9534  0.1392
H3 1.8469 -1.3550 -0.2813  0.1570
H4 0.5390 -2.4777 -0.6517  0.1649
H5 -0.9864 -0.8385 -0.8463  0.3302
H6 -0.3592 0.3967 -0.0436  0.4534

Atomic forces in eV per Å
0.1 -0.4 -0.2
0.0 0.4 0.0
-0.1 0.3 1.8
-0.9 0.4 -1.7
0.0 -0.2 -0.1
0.1 0.2 -0.4
0.0 -0.2 -0.2
-0.1 -0.4 -0.2
0.8 -0.2 1.0



# 7
The following is a DFT calculation (ωB97M-V/def2-TZVPD) of an isolated molecule of C7H10O.

Results
lowest unoccupied orbital energy = 0.0106 Ha
molar mass = 110.16 g/mol
ΔE to the lowest compared entry with this formula, charge and spin = 68.6 kcal per mole
HOMO energy = -10.1 eV
E = -347.85391 Ha
SMILES = C#CC(=O)C(C)(C)C
orbital gap = 10.39 eV
spin multiplicity = 1

Last column: natural (NBO) charge in e.
Cartesian coordinates (Å):
O1 -1.6000 2.6072 0.9143  -0.4780
C1 -3.4065 -0.0907 1.2613  -0.1903
C2 -2.4234 0.5931 1.0959  -0.0267
C3 -1.3728 1.4615 0.7004  0.4638
C4 -0.2717 0.8635 -1.5035  -0.5806
C5 1.0213 2.0395 0.2968  -0.5868
C6 0.4077 -0.3283 0.4820  -0.6027
C7 -0.1516 1.0021 0.0616  -0.1641
H1 -4.1323 -0.7858 1.5743  0.2341
H2 -1.0870 0.1568 -1.8118  0.2097
H3 -0.6028 1.7411 -1.8727  0.2074
H4 0.6390 0.5950 -2.0837  0.2231
H5 0.6910 3.0331 -0.0099  0.2262
H6 1.3558 2.0921 1.2917  0.2082
H7 1.8762 1.6564 -0.2046  0.2035
H8 0.5791 -0.4594 1.5626  0.2136
H9 -0.4695 -1.0064 0.1956  0.2148
H10 1.4081 -0.6229 -0.0251  0.2249

Atomic forces in eV per Å
0.1 2.9 0.2
1.4 0.5 0.3
-1.7 -2.3 -0.2
-0.7 -0.5 0.2
-0.6 -2.5 0.7
-2.0 0.0 -0.8
-0.8 -2.4 0.2
4.8 0.1 -2.0
-0.6 -0.2 -0.1
0.8 0.2 0.5
-0.9 3.3 -1.3
-0.3 0.0 1.0
0.4 -0.1 -0.2
-0.1 0.1 1.7
0.6 0.0 -1.0
-0.2 0.3 -0.2
1.7 -0.1 0.4
-2.0 0.6 0.5



Look up the E of the sixth one. -171.65615 Ha



Among the records above, which one has the highest molar mass? C28H25N4NiO2S3SbSe4